Density functional theory data (the ωB97M-V functional and the def2-TZVPD basis) for a 14-piece molecular cluster, C91H168F36N13O28PS12 overall.

Positions of all 349 atoms, in Å:
C (2.4462, -10.1841, -4.9034)
C (2.4434, -9.5284, -6.3060)
C (1.3011, -8.5487, -6.7276)
N (1.3013, -7.0832, -6.2757)
C (1.4555, -6.9847, -4.7727)
C (1.0719, -5.5248, -4.1862)
C (-0.0680, -4.7625, -4.9459)
C (-0.1262, -4.9563, -6.4395)
C (0.0161, -6.4114, -6.8984)
C (2.5537, -6.3987, -6.8890)
H (1.5653, -10.7888, -4.6879)
H (2.4859, -9.5081, -4.0493)
H (3.3414, -10.8059, -4.8880)
H (2.2977, -10.3936, -6.9528)
H (3.3804, -9.0452, -6.5827)
H (0.3066, -8.8832, -6.4326)
H (1.1667, -8.3973, -7.7986)
H (0.6793, -7.6091, -4.3301)
H (2.4426, -7.2655, -4.4055)
H (0.8899, -5.4533, -3.1139)
H (2.0087, -4.9800, -4.3030)
H (-1.0916, -4.9891, -4.6475)
H (0.2303, -3.7160, -4.8831)
H (-1.0769, -4.6899, -6.9013)
H (0.5862, -4.4706, -7.1063)
H (-0.7865, -7.0068, -6.4630)
H (0.0906, -6.6267, -7.9643)
H (2.6928, -5.3585, -6.5941)
H (2.4819, -6.3592, -7.9759)
H (3.5009, -6.8479, -6.5907)
C (-1.5386, -4.3002, 6.6253)
C (-0.0488, -4.2474, 6.9772)
C (0.7720, -3.3181, 6.0956)
N (2.3181, -3.2910, 6.0827)
C (2.7172, -2.0543, 5.1692)
C (2.4359, -0.6647, 5.8593)
C (2.8742, -0.7003, 7.4082)
C (2.4554, -1.8903, 8.2142)
C (2.9380, -3.1096, 7.4535)
C (2.7734, -4.6863, 5.5903)
H (-1.8699, -3.2643, 6.5537)
H (-2.1134, -4.7107, 7.4556)
H (-1.8107, -4.8390, 5.7176)
H (0.3484, -5.2560, 7.0916)
H (0.0172, -3.7802, 7.9597)
H (0.5057, -2.2978, 6.3718)
H (0.5260, -3.3852, 5.0358)
H (2.2315, -2.1528, 4.1984)
H (3.7917, -2.1409, 5.0082)
H (1.3537, -0.5385, 5.8287)
H (2.9227, 0.2038, 5.4158)
H (2.3535, 0.1510, 7.8467)
H (3.9388, -0.5490, 7.5866)
H (1.3731, -1.7619, 8.2336)
H (2.8931, -1.8728, 9.2123)
H (2.5960, -4.0162, 7.9526)
H (3.9966, -2.9871, 7.2247)
H (3.8487, -4.5752, 5.4507)
H (2.3451, -5.0442, 4.6541)
H (2.5022, -5.3650, 6.3989)
C (5.1439, 13.4021, 0.0029)
C (4.5062, 12.0701, 0.1711)
C (4.1272, 11.2586, -1.1275)
N (3.6645, 9.9005, -0.9621)
C (4.8439, 8.9727, -0.5402)
C (4.5072, 7.4391, -0.3854)
C (3.2553, 7.1516, 0.4700)
C (2.1821, 8.1734, 0.1660)
C (2.6059, 9.6665, 0.1395)
C (3.2171, 9.4768, -2.4242)
H (5.6361, 13.4898, -0.9656)
H (5.7525, 13.6854, 0.8617)
H (4.4038, 14.2001, 0.0629)
H (3.5917, 12.1762, 0.7546)
H (5.0326, 11.5665, 0.9819)
H (4.9703, 11.1802, -1.8140)
H (3.3146, 11.8449, -1.5564)
H (5.1612, 9.3759, 0.4214)
H (5.7366, 9.0962, -1.1534)
H (5.3741, 6.8045, -0.2014)
H (4.3686, 7.0360, -1.3886)
H (3.4716, 7.0690, 1.5351)
H (2.9895, 6.1377, 0.1707)
H (1.4951, 8.1479, 1.0118)
H (1.5233, 7.9408, -0.6707)
H (2.9647, 10.0616, 1.0899)
H (1.8263, 10.3972, -0.0757)
H (4.0093, 9.6486, -3.1529)
H (2.4034, 10.1844, -2.5836)
H (2.9033, 8.4344, -2.4794)
C (-3.3800, -2.8938, 2.7636)
C (-4.2642, -4.0874, 3.2347)
C (-4.7182, -4.9946, 2.0509)
C (-5.6622, -4.3341, 0.9750)
P (-6.0119, -5.5304, -0.2794)
C (-7.0718, -4.7685, -1.6446)
C (-6.5101, -4.9939, -3.0980)
C (-7.3554, -4.4127, -4.2215)
C (-6.8885, -5.0151, -5.6458)
C (-4.4178, -6.1799, -1.0391)
C (-3.3839, -5.0144, -1.2464)
C (-2.0322, -5.5171, -1.8424)
C (-1.4844, -6.7754, -1.0603)
C (-6.8148, -6.9117, 0.4944)
C (-7.4746, -7.9304, -0.4505)
C (-6.5414, -9.0198, -0.9847)
C (-7.3301, -10.0767, -1.8288)
H (-3.1734, -2.2058, 3.5834)
H (-3.8326, -2.3371, 1.9431)
H (-2.5391, -3.3335, 2.2272)
H (-5.1658, -3.6890, 3.7001)
H (-3.7853, -4.6456, 4.0392)
H (-5.2665, -5.6972, 2.6784)
H (-3.8363, -5.5661, 1.7613)
H (-5.3760, -3.3925, 0.5064)
H (-6.6263, -3.9700, 1.3300)
H (-7.3169, -3.7416, -1.3734)
H (-8.0234, -5.2610, -1.4450)
H (-6.3942, -6.0549, -3.3194)
H (-5.4985, -4.5878, -3.0995)
H (-7.2536, -3.3341, -4.1024)
H (-8.4040, -4.6089, -3.9977)
H (-5.9291, -4.6441, -6.0063)
H (-7.6397, -4.5523, -6.2858)
H (-6.9472, -6.1009, -5.7205)
H (-4.7027, -6.6026, -2.0026)
H (-4.0985, -6.9063, -0.2917)
H (-3.1013, -4.5721, -0.2911)
H (-3.7772, -4.1614, -1.7994)
H (-1.3419, -4.6735, -1.8451)
H (-2.0934, -5.7836, -2.8975)
H (-1.2297, -6.5749, -0.0196)
H (-0.5834, -7.0614, -1.6029)
H (-2.1029, -7.6703, -1.1293)
H (-7.5230, -6.2889, 1.0409)
H (-6.1053, -7.4218, 1.1459)
H (-7.9462, -7.3169, -1.2181)
H (-8.3234, -8.3912, 0.0548)
H (-6.0217, -9.4955, -0.1530)
H (-5.6905, -8.6028, -1.5234)
H (-8.1765, -10.6262, -1.4167)
H (-6.6748, -10.8122, -2.2954)
H (-7.7337, -9.6004, -2.7223)
C (4.4406, 3.6959, 7.2611)
C (5.3950, 4.6021, 6.4014)
C (6.8259, 4.2178, 6.5389)
C (7.2493, 3.0958, 5.5934)
C (6.9183, 3.4911, 4.1491)
C (5.4323, 3.5231, 3.8906)
N (4.9141, 4.5352, 4.9097)
O (3.7661, 5.3294, 4.4254)
C (4.8555, 2.0930, 4.2083)
C (5.2698, 4.0292, 2.4360)
C (5.2022, 6.0901, 6.9641)
H (4.2467, 4.0283, 8.2809)
H (4.6941, 2.6358, 7.2472)
H (3.3609, 3.6612, 7.1152)
H (6.9854, 3.9531, 7.5842)
H (7.5221, 5.0427, 6.3873)
H (7.0417, 2.0763, 5.9185)
H (8.3359, 3.0487, 5.5208)
H (7.5351, 2.9135, 3.4606)
H (7.2418, 4.4926, 3.8651)
H (3.7978, 2.0421, 3.9501)
H (5.0285, 1.7074, 5.2131)
H (5.3196, 1.3649, 3.5430)
H (4.2680, 4.3667, 2.1705)
H (5.4631, 3.2699, 1.6783)
H (5.9659, 4.7661, 2.0355)
H (4.2944, 6.2169, 7.5540)
H (5.0753, 6.7999, 6.1467)
H (6.0115, 6.4936, 7.5726)
C (1.1568, 1.9355, 1.5368)
C (0.4477, 0.6232, 1.1856)
C (-1.0555, 0.9028, 1.1067)
C (-1.9072, -0.1281, 0.5095)
C (-1.3928, -0.6717, -0.8254)
C (0.1440, -0.9737, -0.9243)
N (0.9224, 0.0857, -0.1043)
O (2.3487, 0.0548, -0.2571)
C (0.4733, -0.9278, -2.4282)
C (0.3589, -2.4399, -0.4447)
C (0.6983, -0.5269, 2.2034)
H (0.9745, 2.5894, 0.6840)
H (2.2355, 1.8446, 1.6643)
H (0.9089, 2.2097, 2.5622)
H (-1.2342, 1.8393, 0.5782)
H (-1.5138, 1.0003, 2.0908)
H (-2.8738, 0.3373, 0.3169)
H (-1.9566, -0.9738, 1.1955)
H (-1.7052, 0.1792, -1.4308)
H (-1.9819, -1.4966, -1.2261)
H (-0.0093, -1.7362, -2.9773)
H (1.5196, -0.9302, -2.7337)
H (0.1594, 0.0347, -2.8323)
H (-0.3268, -2.7306, 0.3512)
H (1.3981, -2.4739, -0.1174)
H (0.2368, -3.1029, -1.3012)
H (0.2219, -0.2234, 3.1356)
H (1.7211, -0.9036, 2.2109)
H (0.2325, -1.4081, 1.7623)
C (-0.8669, 3.1057, -9.2570)
C (-0.6493, 2.1176, -8.1370)
C (-1.1138, 0.7919, -8.8482)
C (-0.6329, -0.4227, -8.0613)
C (0.8770, -0.4199, -8.2343)
C (1.5781, 0.7940, -7.5182)
N (0.8008, 2.0438, -7.8066)
O (1.3847, 3.1929, -7.2823)
C (3.0529, 1.0071, -8.0120)
C (1.4633, 0.4517, -5.9620)
C (-1.5019, 2.3374, -6.8991)
H (-0.7355, 4.1112, -8.8573)
H (-1.8892, 3.0257, -9.6266)
H (-0.1012, 2.9933, -10.0247)
H (-0.8707, 0.7391, -9.9095)
H (-2.1951, 0.8826, -8.9515)
H (-1.0867, -1.2961, -8.5297)
H (-0.8937, -0.3805, -7.0038)
H (1.2189, -0.5902, -9.2551)
H (1.1439, -1.3450, -7.7233)
H (3.8432, 1.0993, -7.2669)
H (3.2033, 1.8627, -8.6703)
H (3.4410, 0.2004, -8.6340)
H (0.5090, 0.1606, -5.5231)
H (1.7599, 1.2138, -5.2413)
H (2.2371, -0.2715, -5.7043)
H (-0.8805, 3.0153, -6.3140)
H (-1.8224, 1.4796, -6.3077)
H (-2.3641, 2.9106, -7.2400)
C (-6.2704, 2.5379, 3.4126)
C (-6.2946, 3.3758, 2.1832)
C (-7.2096, 4.6376, 2.4608)
C (-6.6490, 5.7859, 3.2673)
C (-5.2667, 6.1728, 2.6855)
C (-4.1197, 5.0446, 2.6185)
N (-4.8596, 3.8591, 1.8682)
O (-4.0675, 2.9562, 1.1880)
C (-3.7214, 4.6212, 4.1311)
C (-2.9309, 5.5920, 1.6527)
C (-6.9834, 2.7233, 0.9458)
H (-7.2879, 2.2768, 3.7035)
H (-5.6366, 2.9163, 4.2146)
H (-5.9495, 1.5175, 3.2033)
H (-8.1498, 4.3601, 2.9372)
H (-7.4745, 5.0572, 1.4903)
H (-6.6674, 5.5193, 4.3240)
H (-7.3927, 6.5752, 3.1576)
H (-4.9935, 7.0401, 3.2866)
H (-5.4071, 6.6397, 1.7106)
H (-3.5480, 3.5481, 4.2122)
H (-4.2685, 4.9662, 5.0085)
H (-2.7514, 5.0865, 4.3065)
H (-2.5701, 6.5216, 2.0928)
H (-3.2768, 5.7138, 0.6263)
H (-2.1179, 4.8715, 1.7423)
H (-6.9640, 3.2752, 0.0061)
H (-8.0222, 2.4033, 1.0259)
H (-6.4824, 1.7855, 0.7059)
C (-0.2443, 5.9373, 4.8413)
F (-0.5485, 5.1369, 3.7659)
F (-1.2758, 6.2113, 5.6931)
F (0.8355, 5.3356, 5.5098)
S (0.4549, 7.5907, 4.1215)
O (1.3800, 7.1914, 3.0876)
O (-0.7501, 8.2035, 3.5740)
N (1.0802, 8.4962, 5.4760)
S (2.3957, 9.0272, 5.0025)
O (3.3520, 7.9770, 4.8398)
O (2.2720, 10.0581, 3.9285)
C (2.9162, 9.9814, 6.5299)
F (4.3127, 10.2014, 6.3513)
F (2.1269, 11.1110, 6.5508)
F (2.7512, 9.3092, 7.7016)
C (5.1421, -2.3282, 1.4165)
F (5.1051, -1.6359, 2.5202)
F (4.4566, -1.7001, 0.4227)
F (6.4131, -2.6351, 1.0747)
S (4.2813, -4.0817, 1.7479)
O (4.5339, -4.8976, 0.5356)
O (4.9790, -4.5676, 2.9850)
N (2.6790, -3.5485, 2.1261)
S (1.9974, -4.7907, 1.7999)
O (1.6498, -4.9536, 0.3535)
O (2.5292, -5.9446, 2.5141)
C (0.1907, -4.6706, 2.5920)
F (-0.7538, -5.0398, 1.7316)
F (0.0627, -5.3999, 3.6884)
F (-0.1342, -3.3978, 2.8125)
C (-0.2993, 1.8656, 5.7046)
F (0.8904, 1.8285, 6.2670)
F (-0.7737, 3.1049, 5.8530)
F (-0.1876, 1.5892, 4.4026)
S (-1.6211, 0.5474, 6.3466)
O (-1.4048, -0.5930, 5.4623)
O (-1.3179, 0.2960, 7.7845)
N (-3.0766, 1.3538, 5.9479)
S (-4.1416, 0.3776, 6.2707)
O (-4.8572, -0.0674, 5.0973)
O (-3.8526, -0.7269, 7.1907)
C (-5.3284, 1.4851, 7.3861)
F (-4.7334, 1.5411, 8.6660)
F (-5.4339, 2.7959, 6.9082)
F (-6.5553, 0.9209, 7.5289)
C (-4.5363, 1.5097, -2.7627)
F (-5.7547, 1.9522, -2.5427)
F (-3.8355, 2.1595, -3.7163)
F (-3.8840, 1.4771, -1.6361)
S (-4.8531, -0.4235, -3.2140)
O (-3.4341, -0.9324, -3.2059)
O (-5.7102, -0.9643, -2.1348)
N (-5.5860, -0.3797, -4.7280)
S (-5.1207, -1.5816, -5.5322)
O (-4.7001, -2.7644, -4.7917)
O (-6.0737, -1.9492, -6.5791)
C (-3.5826, -0.9796, -6.4836)
F (-3.3161, -1.8558, -7.4909)
F (-3.8891, 0.2328, -6.8703)
F (-2.4920, -0.9033, -5.6219)
C (4.1738, 2.0755, -2.6632)
F (5.0919, 2.6943, -3.4984)
F (3.3266, 1.3033, -3.4608)
F (4.8042, 1.2236, -1.8298)
S (3.2388, 3.4357, -1.6634)
O (3.5939, 3.2908, -0.2302)
O (3.6662, 4.7324, -2.2745)
N (1.5787, 3.0007, -1.7929)
S (0.8649, 4.1939, -2.4882)
O (1.0237, 5.4982, -1.7983)
O (1.2150, 4.3433, -3.8996)
C (-0.9616, 3.5947, -2.4473)
F (-1.0702, 2.4647, -3.2339)
F (-1.2409, 3.3002, -1.2009)
F (-1.8035, 4.5504, -2.8880)
C (4.4605, -2.8749, -4.7363)
F (5.6886, -2.4190, -5.0423)
F (3.6935, -1.8795, -4.3428)
F (3.9262, -3.4435, -5.7741)
S (4.6243, -4.2381, -3.2164)
O (5.8225, -3.7708, -2.5452)
O (3.3587, -4.1142, -2.5330)
N (4.6615, -5.6775, -4.1293)
S (6.1448, -5.9998, -4.1875)
O (6.9302, -4.9978, -4.8317)
O (6.7135, -6.4300, -2.9038)
C (6.2338, -7.6466, -5.2622)
F (5.4965, -8.6539, -4.6959)
F (5.8565, -7.4507, -6.5351)
F (7.4852, -8.1872, -5.2203)

Forces on the atoms, in the same order (eV/Å):
0.1 0.8 0.1
-1.1 0.6 0.0
-0.8 0.3 0.3
2.3 0.8 -0.5
-2.7 1.8 1.6
0.7 -0.3 -2.1
1.1 -0.1 -0.5
0.5 -1.7 -2.7
0.9 -1.0 2.3
-0.2 0.4 -0.1
0.0 -0.2 -0.5
0.4 0.2 -0.2
-0.2 -0.1 0.3
0.1 0.2 -0.5
0.2 -0.3 0.3
0.1 -0.4 0.4
0.7 -0.6 -0.3
0.2 -0.7 -0.3
0.0 0.0 -0.5
0.0 -0.8 0.0
-0.2 0.4 0.0
0.2 0.3 0.8
-0.8 0.2 0.8
-0.3 0.4 0.5
0.4 0.8 0.7
-0.2 -0.1 -0.1
-0.1 0.4 0.1
-0.6 -0.1 0.5
-0.2 -0.5 0.0
-0.4 -0.5 0.1
0.0 0.8 0.1
0.6 -0.3 0.7
0.1 1.2 -0.9
-1.3 0.2 -0.8
0.6 0.0 0.8
0.0 -2.3 2.0
-0.2 1.7 -0.8
-0.4 0.0 -1.5
-1.3 -0.4 -0.2
0.6 1.3 0.2
-0.3 0.1 -0.3
0.2 -0.2 0.0
0.3 0.0 0.0
0.2 0.0 -0.3
-0.1 -0.3 0.3
-0.3 -0.1 0.0
0.0 -0.3 0.1
-0.1 -0.2 0.2
0.0 -0.4 0.0
0.1 0.3 0.0
0.0 -0.4 -0.5
0.3 0.3 0.0
0.2 0.2 -0.6
-0.2 -0.9 0.6
-0.2 0.0 0.0
0.9 -0.1 0.3
0.2 -0.6 0.5
0.0 -0.5 0.0
-0.2 0.6 0.0
0.3 0.0 -0.2
-0.4 1.5 -0.4
-1.2 -1.8 1.3
1.1 2.2 1.4
1.0 -3.5 -0.6
0.4 -0.7 1.2
-0.5 1.0 -1.2
1.4 -0.3 -0.9
-1.3 1.1 1.0
0.1 -0.1 -1.1
-0.6 0.5 1.7
0.5 0.2 0.3
0.6 -0.5 -0.3
-0.3 0.0 -0.5
-0.5 0.4 -0.4
0.7 -0.9 -0.7
0.0 0.4 -0.1
0.1 -0.1 -0.4
-0.2 0.0 0.2
-0.5 0.2 -0.7
0.4 0.6 1.0
-0.8 0.2 -0.4
0.1 0.5 0.1
-0.6 0.1 0.0
-0.1 0.0 0.1
0.5 -0.1 -0.3
0.7 -0.5 0.0
-0.6 -0.5 -0.4
0.2 0.1 0.5
-0.2 -0.4 -0.5
-0.1 0.2 0.3
-0.6 -1.1 -0.3
-0.3 1.8 -1.1
-0.4 0.6 2.2
0.8 -0.1 0.7
1.4 0.1 -3.0
0.3 -1.0 0.6
0.0 -0.2 1.1
1.2 -0.6 -0.1
-1.4 1.8 1.2
-0.7 2.3 0.6
0.7 -0.8 0.1
-0.8 -0.9 0.8
0.4 1.0 -1.1
-0.2 -0.2 -0.2
-0.2 0.6 0.1
-0.7 -0.7 0.0
0.7 0.6 -1.0
0.5 -0.1 -0.2
-0.7 0.2 0.2
0.7 0.2 0.7
-0.1 0.1 0.0
0.2 -0.3 -0.3
-0.6 -0.5 -0.7
-0.1 0.3 -1.0
1.0 -0.2 -0.2
-0.3 -0.6 0.8
0.6 0.3 -0.2
-0.3 -0.3 -0.5
-0.1 -0.3 0.4
0.0 0.2 -0.3
0.1 0.1 -0.8
-0.1 -0.4 -0.4
0.0 0.0 0.5
0.1 -0.4 -0.6
-0.1 0.0 0.3
0.2 -0.3 0.2
0.3 -0.2 -0.4
-0.2 -0.2 0.4
-0.3 -0.2 -0.4
0.2 -0.1 0.4
-0.5 -0.1 -0.1
0.0 0.1 -0.1
0.4 0.0 0.4
-0.4 0.3 0.0
-0.6 -0.7 0.7
-0.1 0.3 0.3
0.0 -0.5 -0.6
0.1 -0.1 0.2
-0.3 -0.2 0.3
-0.3 0.1 -0.6
0.3 0.3 0.7
0.3 -0.2 0.5
-0.2 0.4 0.0
-0.9 -0.9 -0.1
-2.4 2.3 1.3
1.3 -1.2 -0.3
1.7 0.6 -0.6
0.5 0.0 0.7
0.7 -0.3 -0.9
-7.3 3.8 -2.9
7.9 -5.2 3.9
-0.8 0.5 -0.7
-1.3 -0.4 -0.8
-0.7 0.1 -1.0
1.6 0.3 0.3
0.5 0.1 0.1
-0.2 0.5 -1.7
-0.2 -0.1 0.1
-0.4 0.3 -0.3
-0.8 0.1 -0.3
0.3 0.2 0.7
-0.8 -0.6 -0.3
0.4 0.3 0.8
-0.2 0.2 0.3
-0.1 0.5 0.0
0.4 0.3 -0.2
0.0 0.0 0.3
-0.1 -0.9 0.6
0.2 0.6 1.1
-0.1 -0.4 -0.1
0.0 -0.1 -0.2
0.4 -0.7 -0.1
1.0 -0.9 0.0
0.0 0.9 0.5
-0.1 1.1 0.1
0.0 -2.6 -0.6
0.0 1.9 0.1
-2.1 0.3 -1.2
8.6 -2.8 -0.5
-9.3 0.6 0.5
1.0 1.3 -0.4
1.2 0.9 0.6
-0.2 -0.8 -1.4
0.0 0.7 0.7
0.2 -0.4 -0.7
-1.0 0.5 -0.5
0.3 0.2 0.1
0.8 0.5 0.4
-0.2 -0.5 0.3
-0.6 0.0 0.3
0.8 -0.1 -1.0
0.3 -0.2 0.2
-0.3 0.1 0.4
0.3 -0.5 0.7
-0.5 0.0 0.0
0.1 0.1 -0.1
0.0 -0.7 0.1
0.1 0.2 0.1
0.3 -0.3 0.0
0.4 0.8 0.5
-0.6 0.1 0.6
0.7 2.1 0.8
-0.9 -2.6 -2.7
-0.3 0.0 1.1
-0.1 0.9 -1.6
0.2 -0.7 0.8
0.2 -1.4 -0.2
3.2 6.4 5.3
-3.8 -7.0 -3.9
0.5 0.0 -0.2
0.8 1.0 0.8
0.8 1.5 0.5
-0.1 0.3 -0.1
0.3 -0.2 -0.1
-0.3 -0.2 -0.2
0.9 0.0 0.1
-0.2 0.0 0.7
0.2 -0.2 0.3
-0.1 -0.1 -0.3
-0.2 0.5 -0.2
0.9 0.2 0.3
-0.6 0.2 0.6
-0.5 0.3 0.2
-0.7 -0.5 0.1
-0.3 -0.4 -0.9
0.1 1.0 -0.7
-0.2 -0.6 -0.7
-0.5 0.1 0.6
0.3 -0.1 -0.3
-0.1 -0.2 0.1
0.6 -2.1 0.4
-2.5 2.4 -1.4
0.3 0.4 -0.5
0.6 -1.1 -0.5
-0.3 0.3 0.7
-1.7 2.0 -0.4
5.1 -6.1 -2.0
-5.2 6.1 4.1
1.2 -0.2 -1.3
-1.0 -1.6 2.0
1.4 -1.4 -0.5
-0.2 0.9 0.3
-0.5 0.1 0.1
0.8 0.0 -0.2
0.1 -0.7 -0.2
0.0 -0.1 -0.2
0.5 0.1 0.1
0.4 0.4 0.0
1.1 -0.3 0.2
0.0 -0.4 -0.4
0.0 0.0 0.0
-1.0 0.0 -0.7
0.0 -0.1 -0.4
-0.2 0.1 -0.1
0.0 0.0 0.2
0.0 0.1 -0.4
0.3 0.6 0.3
-0.1 0.5 1.0
0.2 -0.1 0.0
2.4 0.9 0.5
-0.2 1.0 2.0
1.5 -1.3 -1.5
-2.3 0.6 -0.8
-1.9 1.4 0.0
0.3 -0.4 1.0
0.7 -0.5 1.2
-5.0 -3.5 -1.6
2.9 3.6 -2.3
1.6 -0.1 -0.2
0.8 -1.9 1.9
0.3 0.2 -0.2
-3.0 0.3 0.7
2.1 -1.4 0.4
0.3 0.9 -1.5
-0.9 -3.1 -1.5
0.1 1.0 0.5
1.2 -0.2 1.0
-1.5 1.0 0.2
4.7 -0.8 0.8
-1.4 2.3 2.5
-1.9 1.7 -2.4
4.6 4.5 0.5
-6.5 -7.5 -3.6
0.4 0.2 3.1
-0.6 0.4 -0.6
1.1 0.4 -1.4
-0.1 -1.1 -0.5
0.0 0.1 0.3
0.3 1.1 1.2
-2.2 0.0 0.3
0.1 -0.4 0.2
0.0 -0.3 -0.1
0.3 0.3 -0.1
1.1 -0.5 2.0
0.1 1.0 0.3
-0.5 1.3 -3.2
6.4 1.7 0.2
-5.8 -4.6 2.4
-0.4 0.9 -0.1
0.1 1.6 -0.9
0.9 0.0 1.1
-1.3 0.2 -2.7
-0.1 -2.1 0.8
1.5 1.1 -0.4
-0.9 -3.3 -1.9
-0.1 1.4 -0.3
-1.1 -0.3 1.1
0.9 0.5 0.8
2.4 -0.5 1.2
-3.1 1.3 0.1
1.0 1.2 -2.0
0.6 1.8 3.7
-0.4 -5.1 -3.2
0.4 1.1 0.0
1.1 1.6 0.7
-0.7 -1.9 2.3
0.1 1.5 0.8
0.7 0.6 -1.2
-1.0 -0.1 -1.7
0.5 -0.9 -1.4
-1.7 -1.2 1.7
1.3 1.5 1.3
-0.6 1.2 -0.9
-0.1 2.4 1.8
-0.3 -0.5 -2.7
-1.0 -3.5 1.0
2.8 -0.3 0.6
0.5 4.3 -2.2
-1.4 -2.3 -0.1
-1.0 -0.9 0.5
1.4 0.1 -1.2
-0.1 1.4 1.0
-0.7 -0.4 0.6
0.7 -1.0 0.2
2.4 -1.9 2.8
-1.0 0.1 0.0
-0.5 0.9 0.1
-0.8 -0.4 -1.7
-0.3 2.0 -1.3
-1.4 -1.0 -0.6
0.3 -0.4 -0.5
-2.8 2.4 1.5
5.5 -2.9 2.2
0.2 0.1 -1.5
-1.1 -0.3 -1.9
0.8 -0.8 1.6
-0.5 1.2 -0.7
0.0 -0.3 0.4
-0.9 1.5 -0.5

Output
**Charge**: +2
**Lowest unoccupied orbital energy**: -7.4 eV
**Electronic energy**: -410884.0695 eV
**ΔE to the lowest compared entry with this formula, charge and spin**: 0.615 eV
**HOMO**: -11.148 eV

Mulliken population analysis, charges in e, atoms 1 to 8: atom 1 (C): -1.265, atom 2 (C): -0.383, atom 3 (C): -0.757, atom 4 (N): 0.592, atom 5 (C): -1.296, atom 6 (C): 1.402, atom 7 (C): 0.948, atom 8 (C): -0.800